No. 1
# C24H57ClN6O3P

A cluster of 4 separate species, C24H57ClN6O3P in total (ωB97M-V/def2-TZVPD, the Open Molecules 2025 dataset).

Each line ends with the Löwdin charge.
Positions of all 92 atoms, in Å:
N1 -6.7413 -3.5600 1.1435  0.137
N2 -5.9769 -2.6365 1.8641  -0.119
C1 -5.3706 -2.8610 3.1418  0.067
C2 -4.7218 -1.6350 3.5290  -0.287
O1 -4.0167 -1.3545 4.7014  0.045
N3 -4.9045 -0.6610 2.4759  -0.073
P1 -4.2447 1.0133 2.5107  0.976
O2 -2.5668 0.7637 2.6737  -0.258
O3 -4.4009 1.7652 1.0194  -0.262
C3 -5.6680 -1.3408 1.5388  -0.220
C4 -6.1804 -0.6737 0.1965  -0.078
C5 -7.3776 0.3014 0.6535  -0.218
C6 -8.4334 -0.4866 1.5281  -0.528
Cl1 -8.2760 -0.0621 3.3053  0.524
H1 -6.1291 -4.0512 0.4692  0.119
H2 -7.0406 -4.2380 1.8576  0.126
H3 -5.3506 -3.7741 3.7863  0.158
H4 -4.6572 -0.8600 5.2565  0.143
H5 -2.5169 -0.1060 3.1298  0.051
H6 -3.4809 1.9771 0.7335  0.065
H7 -6.6005 -1.4960 -0.4561  0.121
H8 -5.3636 -0.1136 -0.3343  0.114
H9 -6.8796 1.0555 1.3394  0.070
H10 -7.8130 0.8833 -0.1999  0.126
H11 -8.3627 -1.6063 1.4450  0.059
H12 -9.4631 -0.2025 1.1874  0.085
C7 -2.9885 -3.6570 0.8472  -0.086
C8 -2.4283 -5.0631 0.6906  -0.261
N4 -2.9908 -5.7873 -0.4385  -0.200
C9 -2.6846 -7.2148 -0.4224  -0.248
C10 -1.2189 -7.6286 -0.5573  -0.082
C11 -2.8733 -5.1366 -1.7396  -0.250
C12 -1.4716 -4.7747 -2.2332  -0.079
H13 -4.0771 -3.6725 0.8997  0.037
H14 -2.6142 -3.2096 1.7715  0.074
H15 -2.6884 -3.0030 0.0247  0.073
H16 -2.6682 -5.6085 1.6096  0.120
H17 -1.3334 -5.0064 0.6390  0.106
H18 -3.2660 -7.7169 -1.2019  0.114
H19 -3.0657 -7.6283 0.5184  0.109
H20 -0.8574 -7.5079 -1.5783  0.059
H21 -1.1165 -8.6887 -0.3111  0.077
H22 -0.5648 -7.0720 0.1159  0.069
H23 -3.4697 -4.2172 -1.7165  0.094
H24 -3.3658 -5.7535 -2.4973  0.118
H25 -0.8624 -4.3040 -1.4588  0.068
H26 -1.5472 -4.0649 -3.0611  0.076
H27 -0.9389 -5.6461 -2.6121  0.060
C13 -0.6101 3.9833 0.8153  -0.084
C14 0.7196 3.5892 0.1850  -0.265
N5 1.4523 2.5900 0.9477  -0.192
C15 2.8352 2.4279 0.5134  -0.244
C16 3.0794 1.8992 -0.9007  -0.085
C17 0.7370 1.3548 1.2318  -0.249
C18 0.2002 0.5515 0.0441  -0.085
H28 -0.4756 4.3095 1.8489  0.086
H29 -1.0530 4.8113 0.2575  0.077
H30 -1.3293 3.1586 0.8005  0.037
H31 1.3276 4.4974 0.1266  0.123
H32 0.5410 3.2659 -0.8498  0.100
H33 3.3644 1.7865 1.2257  0.116
H34 3.3288 3.4026 0.5978  0.102
H35 2.8755 0.8305 -0.9732  0.056
H36 4.1320 2.0369 -1.1630  0.060
H37 2.4842 2.4233 -1.6507  0.070
H38 -0.1082 1.5934 1.8862  0.081
H39 1.3690 0.7015 1.8417  0.118
H40 -0.2989 1.1803 -0.6966  0.067
H41 -0.5351 -0.1783 0.3982  0.055
H42 0.9892 -0.0116 -0.4537  0.056
C19 5.7325 4.6881 -0.9656  -0.099
C20 6.7394 4.8095 -2.1018  -0.271
N6 8.0856 5.1330 -1.6554  -0.196
C21 8.9744 5.5342 -2.7391  -0.251
C22 9.3040 4.4937 -3.8110  -0.089
C23 8.6679 4.2292 -0.6714  -0.248
C24 8.7797 2.7481 -1.0395  -0.086
H43 5.7269 5.5875 -0.3455  0.083
H44 4.7273 4.5566 -1.3740  0.064
H45 5.9395 3.8256 -0.3271  0.061
H46 6.3872 5.6128 -2.7571  0.119
H47 6.7156 3.8869 -2.6983  0.099
H48 9.9104 5.9131 -2.3161  0.113
H49 8.5242 6.4000 -3.2378  0.109
H50 10.0035 3.7427 -3.4436  0.055
H51 9.7883 4.9860 -4.6591  0.072
H52 8.4134 3.9899 -4.1904  0.066
H53 8.0798 4.3035 0.2494  0.101
H54 9.6579 4.5971 -0.3846  0.116
H55 7.8672 2.3593 -1.4962  0.064
H56 8.9660 2.1598 -0.1369  0.072
H57 9.6135 2.5610 -1.7160  0.055

Calculated values
electronic energy	-2304.14357	hartree
gap between HOMO and LUMO	6.10	eV
E_HOMO	-9.1	eV
charge	+1

---

No. 2
# C24H57N10PRe

A structure of composition C24H57N10PRe (ωB97M-V/def2-TZVPD, the Open Molecules 2025 dataset).

Each line ends with the Mulliken spin population.
Positions of all 93 atoms, in Å:
Re1 0.0823 0.5049 -0.4742  0.872
C1 4.6013 2.4622 0.4404  -0.001
N1 4.3100 1.4440 -0.5870  0.002
C2 5.4862 1.1203 -1.4255  0.000
C3 3.1711 0.7696 -0.7242  0.005
N2 1.9178 1.3504 -0.6031  0.009
C4 1.9060 2.8375 -0.4923  -0.013
C5 0.4792 3.3546 -0.5132  0.045
N3 -0.3966 2.4076 0.2350  -0.011
C6 -1.8357 2.5833 -0.1386  0.043
C7 -2.5987 1.3274 0.2320  -0.017
N4 -1.8920 0.0913 -0.2361  0.022
C8 -2.6658 -1.0671 -0.2483  -0.008
N5 -2.2344 -2.1554 -0.8870  -0.004
C9 -2.7680 -3.4945 -0.5772  0.003
C10 -1.3076 -2.1542 -2.0105  -0.016
N6 -3.8483 -1.1386 0.3923  0.000
C11 -5.0334 -1.7502 -0.2341  0.001
C12 -4.0356 -0.7926 1.8028  0.000
C13 -0.1654 2.5434 1.7219  0.007
C14 0.7418 1.4286 2.2088  0.013
N7 0.3042 0.1591 1.6067  -0.043
C15 0.0264 -0.8678 2.4577  0.008
N8 -0.2704 -0.6701 3.7603  -0.001
C16 -1.1754 0.3602 4.2614  0.001
C17 0.2679 -1.5447 4.8146  0.000
N9 0.0567 -2.1350 2.0251  -0.003
C18 -0.7029 -3.2069 2.6809  0.000
C19 0.8571 -2.5613 0.8932  0.011
N10 3.2295 -0.5404 -1.0164  -0.018
C20 4.3576 -1.3935 -0.5899  0.000
C21 2.1467 -1.2097 -1.6827  0.049
H1 5.6284 2.3005 0.7623  0.000
H2 3.9641 2.3307 1.3121  0.000
H3 4.5274 3.4755 0.0486  0.000
H4 5.8787 2.0654 -1.7994  0.000
H5 5.1959 0.5035 -2.2707  0.000
H6 6.2671 0.6276 -0.8484  0.000
H7 2.4789 3.2828 -1.3075  -0.003
H8 2.3778 3.1430 0.4382  -0.004
H9 0.0984 3.4222 -1.5196  -0.009
H10 0.4189 4.3489 -0.0668  0.002
H11 -1.8704 2.7611 -1.2105  -0.006
H12 -2.2544 3.4575 0.3645  0.009
H13 -3.6078 1.3755 -0.1765  -0.002
H14 -2.6910 1.2960 1.3154  -0.007
H15 -3.2260 -3.4994 0.4064  0.000
H16 -1.9334 -4.1935 -0.5883  0.000
H17 -3.4945 -3.8194 -1.3214  -0.001
H18 -1.8419 -2.2832 -2.9547  0.002
H19 -0.6087 -2.9833 -1.9029  0.009
H20 -0.7485 -1.2233 -2.0450  0.016
H21 -4.8619 -1.9170 -1.2934  0.000
H22 -5.8611 -1.0484 -0.1282  0.000
H23 -5.3105 -2.6862 0.2499  0.000
H24 -3.0771 -0.5960 2.2764  0.000
H25 -4.4835 -1.6537 2.3015  0.000
H26 -4.7069 0.0577 1.9292  0.000
H27 -1.1312 2.4932 2.2173  -0.002
H28 0.2506 3.5307 1.9222  0.000
H29 0.7540 1.4018 3.2937  0.001
H30 1.7725 1.6120 1.8974  -0.010
H31 -1.7035 0.8385 3.4416  0.000
H32 -0.6554 1.1142 4.8557  0.000
H33 -1.9150 -0.1148 4.9082  0.000
H34 1.0483 -2.1861 4.4158  0.000
H35 -0.5126 -2.1508 5.2747  0.000
H36 0.7076 -0.9095 5.5840  0.000
H37 -1.4779 -2.7878 3.3157  0.000
H38 -0.0577 -3.8525 3.2759  0.000
H39 -1.1697 -3.8131 1.9045  0.000
H40 0.2764 -2.5401 -0.0369  -0.001
H41 1.1727 -3.5910 1.0544  -0.001
H42 1.7458 -1.9377 0.8010  -0.007
H43 4.9838 -0.8586 0.1156  0.000
H44 4.9559 -1.7130 -1.4421  0.000
H45 3.9521 -2.2731 -0.0919  0.000
H46 1.9716 -0.8296 -2.6824  0.012
H47 1.1881 -1.1741 -1.0979  0.017
H48 2.3577 -2.2762 -1.7375  0.000
C22 0.1630 2.5907 -3.7726  -0.003
P1 -0.4026 1.0315 -3.0110  0.034
C23 0.2721 -0.1387 -4.2439  0.001
C24 -2.1899 1.0575 -3.3673  0.000
H49 0.0554 2.4774 -4.8531  -0.001
H50 1.2137 2.7874 -3.5600  0.001
H51 -0.4431 3.4474 -3.4819  0.000
H52 -0.2554 0.0338 -5.1836  0.000
H53 0.1665 -1.1912 -3.9874  0.000
H54 1.3247 0.0871 -4.4244  0.000
H55 -2.3392 1.0256 -4.4475  0.000
H56 -2.6344 1.9839 -3.0041  0.001
H57 -2.7144 0.2184 -2.9161  -0.002

Calculated values
2S+1	2
electronic energy	-1914.43444	hartree
gap between HOMO and LUMO (spin up / spin down)	6.43 / 6.82	eV
relative energy (zero: lowest compared OMol25 entry of this formula, charge and spin)	0.251	eV
E_HOMO (spin up / spin down)	-19.9 / -19.9	eV
charge	+4
expectation value of S²	0.759